Record 1
6 unconnected molecules or ions with the total composition C39H41BrF5NO at a distorted geometry. Source: the Open Molecules 2025 dataset; level of theory: wB97M-V/def2-TZVPD.

Positions of all 88 atoms, in Å:
O1 2.71 -3.43 -2.36
C1 1.53 -3.25 -2.59
C2 0.66 -2.10 -2.09
C3 -0.73 -2.76 -1.94
C4 -1.98 -1.84 -2.01
C5 -1.89 -0.31 -1.79
C6 -1.40 0.45 -3.02
Br1 -1.93 2.32 -2.98
C7 -0.80 -3.60 -0.63
F1 -1.97 -4.30 -0.61
F2 0.19 -4.53 -0.59
C8 -0.72 -2.82 0.74
F3 -0.46 -1.52 0.53
F4 -1.87 -2.86 1.38
F5 0.21 -3.29 1.51
C9 -0.68 -3.73 -3.17
N1 0.73 -4.08 -3.36
H1 0.61 -1.39 -2.93
H2 1.08 -1.59 -1.22
H3 -2.74 -2.23 -1.31
H4 -2.43 -1.98 -3.01
H5 -2.91 0.04 -1.56
H6 -1.27 -0.05 -0.92
H7 -0.31 0.48 -3.11
H8 -1.83 0.05 -3.94
H9 -1.04 -3.15 -4.03
H10 -1.32 -4.62 -3.07
H11 1.01 -5.05 -3.35
C10 6.29 -0.11 0.16
C11 5.52 -1.06 -0.49
C12 4.15 -0.91 -0.60
C13 3.54 0.21 -0.05
C14 4.30 1.17 0.62
C15 5.67 1.01 0.72
H12 7.36 -0.23 0.24
H13 6.00 -1.94 -0.92
H14 3.57 -1.66 -1.11
H15 2.46 0.35 -0.12
H16 3.82 2.04 1.04
H17 6.27 1.76 1.22
C16 -5.14 -4.38 1.32
C17 -6.29 -5.15 1.25
C18 -7.46 -4.72 1.85
C19 -7.48 -3.51 2.54
C20 -6.33 -2.74 2.61
C21 -5.16 -3.17 2.01
H18 -4.23 -4.72 0.85
H19 -6.28 -6.10 0.72
H20 -8.36 -5.32 1.80
H21 -8.40 -3.17 3.01
H22 -6.35 -1.79 3.14
H23 -4.27 -2.57 2.07
C22 -3.54 -0.27 4.78
C23 -2.53 -0.35 3.84
C24 -1.64 0.71 3.68
C25 -1.77 1.84 4.46
C26 -2.78 1.92 5.41
C27 -3.67 0.87 5.57
H24 -4.23 -1.10 4.91
H25 -2.42 -1.24 3.23
H26 -0.85 0.65 2.94
H27 -1.08 2.67 4.34
H28 -2.88 2.81 6.02
H29 -4.45 0.93 6.31
C28 5.95 3.59 -4.58
C29 5.87 2.46 -3.78
C30 5.07 2.47 -2.64
C31 4.35 3.61 -2.30
C32 4.43 4.74 -3.10
C33 5.23 4.73 -4.24
H30 6.57 3.59 -5.46
H31 6.43 1.57 -4.04
H32 5.01 1.59 -2.01
H33 3.73 3.61 -1.42
H34 3.87 5.63 -2.84
H35 5.29 5.62 -4.86
C34 -0.57 4.12 1.74
C35 -0.25 3.74 0.44
C36 0.87 4.26 -0.19
C37 1.68 5.16 0.48
C38 1.37 5.54 1.79
C39 0.25 5.02 2.41
H36 -1.45 3.72 2.22
H37 -0.89 3.04 -0.08
H38 1.10 3.97 -1.20
H39 2.55 5.58 -0.01
H40 2.01 6.24 2.31
H41 0.01 5.32 3.43

Summary:
ΔE to the lowest compared entry with this formula, charge and spin: 0.000 eV
SMILES: O=C1C[C@](CCCBr)(C(F)(F)C(F)(F)F)CN1.c1ccccc1.c1ccccc1.c1ccccc1.c1ccccc1.c1ccccc1

Record 2
3 unconnected molecules or ions with the total composition C4H15NO2 at a distorted geometry. Source: the Open Molecules 2025 dataset; level of theory: wB97M-V/def2-TZVPD.

Positions of all 22 atoms, in Å:
C1 0.70 -2.69 1.63
C2 -0.50 -1.74 1.47
C3 -0.37 -0.29 0.99
N1 0.52 -0.15 -0.22
C4 0.10 1.17 -0.85
H1 1.38 -2.49 2.46
H2 0.34 -3.71 1.84
H3 1.31 -2.89 0.74
H4 -1.17 -2.22 0.74
H5 -1.11 -1.79 2.37
H6 -1.34 -0.01 0.60
H7 -0.17 0.49 1.73
H8 1.46 -0.24 0.13
H9 -0.96 1.32 -0.71
H10 0.70 2.00 -0.45
H11 0.38 1.06 -1.89
H12 0.44 -1.53 -1.40
H13 1.04 -2.73 -2.05
O1 0.30 -2.14 -2.17
H14 -0.75 5.60 0.36
H15 -1.61 5.14 -0.73
O2 -0.67 5.15 -0.50

Summary:
ΔE to the lowest compared entry with this formula, charge and spin: 1.514 eV
SMILES: CCCNC.O.O

Record 3
A molecular structure, C37H37BN5O6STa. Source: the Open Molecules 2025 dataset; level of theory: wB97M-V/def2-TZVPD.

Positions of all 88 atoms, in Å:
Ta1 1.47 0.48 0.84
C1 3.42 4.13 -1.39
C2 2.12 3.67 -1.53
C3 1.48 3.11 -0.43
C4 2.16 2.97 0.78
C5 3.48 3.43 0.92
C6 4.09 4.02 -0.17
N1 1.53 2.17 1.77
C7 1.49 2.37 3.15
C8 1.58 3.59 3.81
C9 1.48 3.58 5.19
C10 1.28 2.39 5.91
C11 1.19 1.18 5.26
C12 1.30 1.19 3.87
N2 1.24 0.07 3.03
N3 1.08 -1.07 3.49
C13 1.05 -2.06 2.49
C14 0.91 -3.38 2.84
C15 0.89 -4.32 1.81
C16 1.01 -3.90 0.50
C17 1.15 -2.55 0.23
N4 1.16 -1.64 1.21
H1 3.91 4.59 -2.24
H2 1.61 3.76 -2.48
H3 0.42 2.85 -0.48
H4 4.00 3.30 1.86
H5 5.10 4.40 -0.08
H6 1.72 4.51 3.26
H7 1.54 4.51 5.73
H8 1.20 2.43 6.99
H9 1.03 0.25 5.79
H10 0.81 -3.65 3.88
H11 0.78 -5.37 2.05
H12 1.00 -4.61 -0.32
H13 1.24 -2.19 -0.79
C18 -1.01 -3.26 -2.95
C19 0.21 -2.39 -3.12
C20 0.10 -1.00 -2.99
C21 1.22 -0.18 -3.13
C22 2.44 -0.75 -3.44
C23 2.57 -2.12 -3.60
C24 1.45 -2.93 -3.42
S1 3.84 0.30 -3.74
O1 3.47 1.62 -3.31
O2 4.29 0.02 -5.06
N5 5.03 -0.24 -2.74
C25 5.50 0.54 -1.61
C26 5.29 -0.14 -0.25
C27 3.91 -0.04 0.28
O3 2.88 0.15 -0.54
O4 3.61 -0.12 1.49
H14 -1.71 -2.82 -2.24
H15 -0.74 -4.26 -2.61
H16 -1.53 -3.37 -3.90
H17 -0.86 -0.56 -2.78
H18 1.13 0.90 -3.05
H19 3.51 -2.56 -3.89
H20 1.56 -4.00 -3.56
H21 5.75 -0.71 -3.28
H22 5.02 1.52 -1.63
H23 6.57 0.71 -1.72
H24 5.95 0.26 0.52
H25 5.51 -1.21 -0.32
C28 -7.29 -1.71 0.35
C29 -6.64 -0.61 -0.50
C30 -6.52 -1.13 -1.94
C31 -7.53 0.64 -0.51
C32 -5.28 -0.25 0.09
C33 -5.22 0.23 1.41
C34 -4.03 0.59 2.04
C35 -2.89 0.43 1.29
O5 -1.56 0.71 1.64
B1 -0.82 0.38 0.51
O6 -1.63 -0.10 -0.50
C36 -2.92 -0.04 0.00
C37 -4.10 -0.39 -0.63
H26 -8.27 -1.97 -0.07
H27 -7.46 -1.38 1.38
H28 -6.68 -2.61 0.37
H29 -7.51 -1.37 -2.32
H30 -5.92 -2.04 -1.99
H31 -6.09 -0.38 -2.61
H32 -8.50 0.39 -0.94
H33 -7.08 1.43 -1.11
H34 -7.70 1.02 0.49
H35 -6.14 0.34 1.97
H36 -4.02 0.97 3.05
H37 -4.08 -0.75 -1.65

Summary:
ΔE to the lowest compared entry with this formula, charge and spin: 0.000 eV
net charge: +2

Record 4
A molecular structure, C28H32N4O2S2 at a distorted geometry. Source: the Open Molecules 2025 dataset; level of theory: wB97M-V/def2-TZVPD.

Positions of all 68 atoms, in Å:
C1 1.43 -7.89 -0.46
C2 0.50 -6.73 -0.13
N1 0.16 -6.01 -1.37
C3 -0.50 -4.80 -1.22
S1 -0.51 -3.77 0.13
S2 -1.48 -4.10 -2.38
C4 -0.35 -6.87 -2.46
C5 0.59 -8.05 -2.68
O1 0.86 -8.75 -1.46
H1 2.41 -7.50 -0.79
H2 1.56 -8.54 0.42
H3 -0.41 -7.13 0.36
H4 0.99 -6.03 0.56
H5 -1.36 -7.27 -2.22
H6 -0.41 -6.27 -3.38
H7 0.11 -8.81 -3.32
H8 1.52 -7.69 -3.15
C6 -1.09 5.26 3.03
N2 -1.04 4.40 1.88
C7 -1.62 4.76 0.69
O2 -2.27 5.79 0.51
C8 -1.32 3.65 -0.31
C9 -0.48 4.16 -1.49
C10 -1.19 5.23 -2.28
C11 -0.63 6.50 -2.45
C12 -1.36 7.52 -3.06
C13 -2.64 7.25 -3.57
C14 -3.18 5.97 -3.46
C15 -2.45 4.95 -2.83
N3 -0.67 2.63 0.52
C16 -0.40 1.40 0.04
C17 0.28 0.40 0.73
C18 0.46 -0.92 0.30
C19 1.39 -1.80 0.91
C20 1.85 -2.96 0.17
C21 2.63 -3.93 0.80
C22 2.97 -3.80 2.14
C23 3.68 -4.85 2.82
N4 4.25 -5.70 3.39
C24 2.59 -2.65 2.85
C25 1.83 -1.65 2.24
C26 -0.40 3.09 1.90
C27 1.10 3.25 2.18
C28 -1.04 2.22 2.98
H9 -1.63 6.17 2.77
H10 -1.62 4.77 3.86
H11 -0.08 5.51 3.37
H12 -2.28 3.26 -0.69
H13 0.47 4.55 -1.09
H14 -0.25 3.30 -2.13
H15 0.37 6.69 -2.04
H16 -0.94 8.52 -3.14
H17 -3.22 8.05 -4.05
H18 -4.18 5.75 -3.84
H19 -2.86 3.95 -2.73
H20 -0.75 1.22 -0.99
H21 0.75 0.68 1.67
H22 -0.05 -1.22 -0.62
H23 1.76 -2.97 -0.92
H24 2.97 -4.80 0.23
H25 2.90 -2.54 3.89
H26 1.51 -0.79 2.83
H27 1.51 4.08 1.58
H28 1.24 3.48 3.25
H29 1.65 2.34 1.94
H30 -2.14 2.27 2.90
H31 -0.73 1.17 2.89
H32 -0.73 2.59 3.97

Summary:
E_tot: -2251.93353 a.u.

Record 5
A molecular structure, C17H36Cl4I2NO2P2S at a distorted geometry. Source: the Open Molecules 2025 dataset; level of theory: wB97M-V/def2-TZVPD.

Positions of all 65 atoms, in Å:
C1 3.85 -2.30 -0.78
C2 4.22 -0.84 -0.63
C3 5.62 -0.41 -0.99
C4 3.34 0.10 -0.19
C5 2.01 0.38 -0.88
C6 1.58 1.84 -0.65
C7 0.43 2.04 0.35
C8 0.63 1.25 1.64
C9 -0.95 1.79 -0.36
C10 -1.77 0.59 0.12
P1 -3.01 0.03 -1.18
S1 -1.20 -0.88 -2.33
C11 -3.38 -1.65 -0.18
I1 -2.23 -3.38 -0.60
C12 -4.30 -1.85 0.76
C13 -4.63 -3.13 1.48
I2 -5.58 -0.29 1.43
P2 -4.47 -0.61 -2.89
N1 -4.08 -0.10 -4.32
O1 -4.73 -2.22 -2.91
O2 -5.96 0.01 -2.58
H1 4.73 -2.88 -0.47
H2 3.60 -2.63 -1.79
H3 3.03 -2.53 -0.11
H4 5.60 0.12 -1.94
H5 6.01 0.28 -0.23
H6 6.31 -1.26 -1.07
H7 3.54 0.65 0.73
H8 2.20 0.24 -1.94
H9 1.20 -0.32 -0.61
H10 1.31 2.27 -1.62
H11 2.46 2.40 -0.31
H12 0.44 3.10 0.62
H13 0.70 0.18 1.49
H14 1.57 1.58 2.09
H15 -0.15 1.50 2.37
H16 -1.56 2.68 -0.19
H17 -0.77 1.73 -1.44
H18 -2.32 0.87 1.02
H19 -1.12 -0.27 0.31
H20 -2.82 1.19 -2.01
H21 -4.12 0.69 -0.57
H22 -1.76 -1.47 -3.40
H23 -5.19 -3.79 0.82
H24 -5.26 -2.93 2.35
H25 -3.72 -3.63 1.83
H26 -3.20 0.41 -4.33
H27 -5.63 -2.41 -3.23
H28 -6.22 0.40 -3.43
Cl1 1.88 -5.66 0.40
C14 0.72 -5.12 1.64
C15 0.96 -3.70 2.08
Cl2 2.48 -3.53 3.01
H29 0.77 -5.82 2.48
H30 -0.27 -5.18 1.19
H31 0.15 -3.38 2.73
H32 1.01 -3.03 1.22
Cl3 0.17 5.87 2.19
C16 1.78 6.62 2.31
C17 2.85 5.80 1.62
Cl4 3.16 4.26 2.46
H33 2.01 6.75 3.37
H34 1.71 7.60 1.84
H35 3.78 6.36 1.62
H36 2.57 5.57 0.60

Summary:
net charge: -1
E_tot: -4391.58046 a.u.

Record 6
C9H12 in the gas phase at a distorted geometry. Source: the Open Molecules 2025 dataset; level of theory: wB97M-V/def2-TZVPD.

Positions of all 21 atoms, in Å:
C1 -0.43 1.19 -1.23
C2 2.55 -0.45 -0.53
C3 -1.54 0.37 -0.78
C4 1.62 0.39 -0.24
C5 0.67 1.28 -0.18
C6 -2.42 -0.33 -0.34
C7 2.36 -1.86 -0.06
C8 0.52 2.12 1.12
C9 -3.38 -1.19 0.34
H1 -0.05 0.75 -2.07
H2 -0.70 2.13 -1.47
H3 3.38 -0.27 -1.06
H4 3.27 -2.33 0.25
H5 1.85 -2.41 -0.74
H6 1.81 -1.78 1.00
H7 0.77 3.07 0.85
H8 1.29 1.83 1.97
H9 -0.56 1.88 1.55
H10 -3.96 -0.78 1.23
H11 -3.00 -2.15 0.86
H12 -4.04 -1.45 -0.46

Summary:
ΔE to the lowest compared entry with this formula, charge and spin: 4.169 eV
SMILES: CC#CCC(C)=C=CC

Record 7
A molecular structure, C24H37AuIN5O at a distorted geometry. Source: the Open Molecules 2025 dataset; level of theory: wB97M-V/def2-TZVPD.

Positions of all 69 atoms, in Å:
C1 -1.41 5.25 -3.37
I1 0.55 3.38 -1.32
H1 -0.92 5.79 -2.51
H2 -2.47 5.48 -3.21
H3 -1.11 5.72 -4.29
C2 3.21 -0.28 -2.15
C3 3.73 0.53 -1.22
N1 2.67 1.08 -0.53
C4 1.51 0.63 -1.02
N2 1.84 -0.16 -2.04
H4 3.64 -0.95 -2.86
H5 4.74 0.76 -0.96
C5 -4.58 0.77 0.06
C6 -2.41 1.41 -0.17
N3 -3.31 0.43 -0.40
H6 -5.15 2.68 0.99
N4 -3.15 2.42 0.32
H7 -5.36 0.03 0.00
Au1 -0.49 1.12 -0.72
C7 -1.27 3.79 -3.44
O1 -1.88 3.04 -4.07
C8 -4.46 2.02 0.53
C9 -2.73 3.74 0.68
H8 -2.09 3.72 1.56
H9 -3.67 4.24 0.91
H10 -2.22 4.23 -0.15
C10 -2.97 -0.80 -1.06
H11 -3.74 -1.02 -1.83
H12 -2.95 -1.64 -0.33
H13 -1.96 -0.67 -1.51
C11 0.82 -0.91 -2.71
H14 1.25 -1.31 -3.62
H15 -0.05 -0.25 -2.92
H16 0.48 -1.71 -2.04
C12 2.83 1.99 0.57
H17 2.18 2.90 0.40
H18 3.88 2.30 0.54
H19 2.59 1.51 1.53
C13 -0.85 -4.86 -0.38
C14 0.22 -3.86 -0.05
C15 1.57 -4.17 -0.27
C16 2.58 -3.30 0.12
C17 4.03 -3.64 -0.09
C18 2.25 -2.11 0.76
C19 0.89 -1.70 0.89
C20 -0.11 -2.62 0.51
N5 0.64 -0.41 1.24
C21 0.15 -0.09 2.57
C22 -1.13 -0.84 2.92
C23 1.25 -0.42 3.60
C24 -0.14 1.41 2.62
H20 -0.66 -5.35 -1.35
H21 -0.85 -5.65 0.40
H22 -1.85 -4.41 -0.40
H23 1.85 -5.15 -0.67
H24 4.45 -4.01 0.87
H25 4.15 -4.44 -0.84
H26 4.62 -2.76 -0.40
H27 3.02 -1.40 1.07
H28 -1.16 -2.33 0.58
H29 -1.44 -0.48 3.91
H30 -1.94 -0.62 2.21
H31 -1.01 -1.93 2.99
H32 2.20 0.08 3.35
H33 0.93 -0.06 4.57
H34 1.45 -1.49 3.67
H35 0.75 2.02 2.43
H36 -0.92 1.73 1.88
H37 -0.52 1.63 3.63

Summary:
ΔE to the lowest compared entry with this formula, charge and spin: 0.000 eV
multiplicity: 3
net charge: -2
⟨S²⟩: 2.006

Record 8
2 unconnected molecules or ions with the total composition C8H17NO at a distorted geometry. Source: the Open Molecules 2025 dataset; level of theory: wB97M-V/def2-TZVPD.

Positions of all 27 atoms, in Å:
C1 2.68 -1.29 -0.57
C2 2.04 -0.04 -0.02
C3 2.94 1.15 0.12
C4 0.85 -0.14 0.82
C5 -1.40 1.54 -0.05
C6 -1.96 0.13 -0.01
C7 -3.23 -0.06 -0.81
C8 -1.75 -0.71 1.18
H1 3.49 -1.64 0.08
H2 3.10 -1.09 -1.56
H3 1.93 -2.09 -0.66
H4 3.37 1.42 -0.86
H5 2.39 2.03 0.50
H6 3.78 0.95 0.81
H7 0.62 0.64 1.53
H8 0.50 -1.11 1.06
H9 -0.48 1.61 0.52
H10 -1.19 1.85 -1.07
H11 -2.11 2.25 0.39
H12 -3.05 0.15 -1.88
H13 -3.61 -1.09 -0.73
H14 -4.02 0.62 -0.48
H15 -1.20 -0.31 2.02
H16 -2.51 -1.45 1.43
H17 -1.34 -1.75 -0.54
N1 -0.97 -0.93 -0.03
O1 0.75 0.25 -0.54

Summary:
ΔE to the lowest compared entry with this formula, charge and spin: 5.187 eV
SMILES: CC1(C)CN1.CC1(C)CO1

- What is the formula in the eighth record?
  C8H17NO

- Which formula does entry 3 have?
  C37H37BN5O6STa